1.
One molecule with the formula C12H15N. Source: the OMol25 dataset; level of theory: ωB97M-V with the def2-TZVPD basis set.

Last column: Mulliken charge in e.
Positions of all 28 atoms, in Å:
C 0.47 -0.46 0.36  0.4051
C 0.00 0.18 -0.80  -0.6056
C -1.50 0.62 4.12  -0.4873
C -0.12 0.76 4.01  -0.4518
C -2.19 0.20 3.06  -0.4130
C 0.59 0.29 2.88  -0.5168
C -1.50 -0.07 1.79  -0.5511
C -0.14 0.00 1.66  0.7352
N 1.29 0.68 -4.29  -0.5519
C 1.69 -1.37 0.38  -1.2804
C -0.71 -0.44 -3.20  -0.8849
C 0.39 -0.26 -2.22  0.1491
C 0.25 0.75 -3.37  -0.1375
H -0.82 0.95 -0.72  0.3373
H -2.14 1.12 4.89  0.2888
H 0.52 1.08 4.83  0.3264
H -3.22 -0.06 3.08  0.3999
H 1.65 0.34 2.90  0.3109
H -1.98 -0.41 0.88  0.4473
H 1.12 0.23 -5.21  0.2095
H 1.75 1.55 -4.46  0.2153
H 2.05 -1.53 -0.59  0.3957
H 2.53 -0.93 1.06  0.2414
H 1.32 -2.29 0.76  0.3117
H -1.69 -0.08 -2.83  0.2436
H -0.78 -1.45 -3.66  0.2915
H 1.14 -1.06 -2.30  0.1253
H 0.01 1.67 -3.02  0.4463

As for the multiplicity: 1. The structure (SMILES) is C/C(=C\[C@H]1C[C@@H]1N)c1ccccc1. The value obtained for the energy above the lowest of the compared OMol25 structures with the same formula, charge and spin is 83.7 kcal/mol. As for the energy: -14174.5187 eV. For the HOMO-LUMO gap, the calculation gives 0.3248 Eh.



2.
C12H15N as an isolated structure. Source: the OMol25 dataset; level of theory: ωB97M-V with the def2-TZVPD basis set.

Last column: Mulliken charge in e.
Positions of all 28 atoms, in Å:
C 2.68 -0.49 -0.73  -0.9554
C 1.14 1.61 -0.71  -0.6463
C 0.51 1.34 0.62  0.2060
C 1.27 0.32 1.55  -1.0333
C 1.86 -0.98 0.65  0.2315
C 0.65 -1.67 0.25  -0.7873
C -0.68 -0.90 0.19  0.7323
C -1.89 -1.35 -0.13  -0.6330
C -3.06 -0.77 -0.44  -0.8114
C -2.99 0.62 -0.21  -0.1630
C -1.89 1.36 0.24  -0.9706
C -0.77 0.48 0.46  0.3467
H 3.29 -1.36 -1.30  0.2747
H 3.64 0.13 -0.55  0.3031
H 1.30 -0.09 -2.38  0.2875
H 2.02 2.53 -0.41  0.2110
H 0.25 1.58 -1.61  0.2877
H 0.45 2.26 1.24  0.5793
H 2.20 0.77 2.21  0.3431
H 0.44 -0.26 2.26  0.2840
H 2.66 -1.41 1.42  0.2974
H 0.11 -2.63 0.75  0.3199
H 1.08 -1.94 -0.90  0.1249
H -1.86 -2.34 -0.12  0.5105
H -3.87 -1.15 -1.49  0.1827
H -3.96 1.11 -0.34  0.3624
H -1.92 2.44 0.48  0.3612
N 1.89 0.44 -1.38  -0.2456

As for the multiplicity: 1. The value obtained for the energy above the lowest of the compared OMol25 structures with the same formula, charge and spin is 222.7 kcal/mol. As for the energy: -14168.4937 eV. For the HOMO-LUMO gap, the calculation gives 0.3289 Eh.



3.
C12H15N2O5SV as an isolated structure. Source: the OMol25 dataset; level of theory: ωB97M-V with the def2-TZVPD basis set.

Last column: Mulliken charge in e.
Positions of all 36 atoms, in Å:
V -1.12 -1.32 -1.12  0.5441
C 2.98 3.13 2.70  -1.4455
C 2.61 2.09 1.68  1.0102
C 1.32 1.57 1.64  -1.1830
C 0.97 0.59 0.72  0.0849
C 1.93 0.11 -0.17  0.0703
C 3.22 0.61 -0.14  -0.6552
C 3.55 1.60 0.78  -0.7214
S 1.50 -1.14 -1.37  1.6591
O 2.75 -1.51 -1.99  -0.7970
O 0.48 -0.54 -2.28  -0.7274
N 0.66 -2.26 -0.69  -0.6701
C 0.82 -2.68 0.68  -0.3151
C -0.52 -2.55 1.45  0.4836
O -0.56 -2.92 2.62  -0.7463
O -1.45 -1.92 0.82  -0.6206
H 2.14 3.79 2.91  0.3577
H 3.81 3.74 2.35  0.3800
H 3.28 2.66 3.64  0.2756
H 0.57 1.93 2.33  0.3679
H -0.04 0.19 0.68  0.4876
H 3.95 0.23 -0.83  0.5055
H 4.56 2.00 0.79  0.3381
H 1.59 -2.11 1.22  0.2304
H 1.12 -3.73 0.72  0.3978
N -5.21 -1.22 -1.93  -0.4782
C -3.87 -0.96 -1.85  0.5986
O -3.08 -1.84 -1.51  -0.5384
C -3.33 0.41 -2.16  -0.4680
C -2.14 0.62 -1.20  -1.1391
H -5.52 -2.04 -1.43  0.2591
H -5.83 -0.43 -1.91  0.2265
H -4.14 1.15 -2.15  0.3517
H -2.94 0.37 -3.19  0.2178
H -2.54 0.95 -0.22  0.3055
H -1.52 1.44 -1.59  0.3534

As for the multiplicity: 2. Its charge is -1. As for the expectation value of S²: 0.8660. The value obtained for the energy above the lowest of the compared OMol25 structures with the same formula, charge and spin is 0.4 kcal/mol. As for the energy: -62429.5059 eV. For the HOMO-LUMO gap (spin up / spin down), the calculation gives 0.2074 / 0.1744 Eh.



4.
One molecule with the formula C12H15N3O2S. Source: the OMol25 dataset; level of theory: ωB97M-V with the def2-TZVPD basis set.

Last column: Mulliken charge in e.
Positions of all 33 atoms, in Å:
C 3.33 -2.38 -2.68  -1.2961
C 2.72 -1.01 -2.40  -0.7010
H 1.87 -0.86 -3.06  0.4170
H 3.45 -0.23 -2.63  0.3425
C 2.26 -0.87 -0.94  0.5743
C 0.89 -0.28 -0.86  -0.0594
N 0.29 0.33 -1.81  -0.2204
N -0.92 0.80 -1.50  -0.6783
C -1.25 0.54 -0.28  0.2902
N -2.44 0.92 0.27  -0.0279
C -2.78 0.64 1.57  0.5629
O -2.04 0.02 2.31  -0.7185
C -4.10 1.14 1.96  0.3039
C -4.75 1.04 3.17  -0.4875
C -5.98 1.70 2.99  -0.4221
C -5.99 2.15 1.71  -0.4117
O -4.86 1.82 1.07  -0.3549
H -6.73 2.70 1.15  0.4620
H -6.76 1.82 3.73  0.4467
H -4.38 0.55 4.04  0.5081
H -3.08 1.43 -0.33  0.2702
S -0.05 -0.35 0.63  -0.0547
H 2.22 -1.86 -0.47  0.3250
C 3.20 0.02 -0.10  -0.6182
C 4.59 -0.57 0.06  -1.2328
H 5.19 0.06 0.71  0.3897
H 4.54 -1.57 0.51  0.3309
H 5.09 -0.65 -0.90  0.2590
H 2.75 0.15 0.90  0.4056
H 3.26 1.00 -0.56  0.3434
H 2.60 -3.17 -2.52  0.3441
H 4.19 -2.57 -2.04  0.3143
H 3.66 -2.44 -3.72  0.3937

As for the multiplicity: 1. The structure (SMILES) is CCC(CC)c1nnc(NC(=O)c2ccco2)s1. The value obtained for the energy above the lowest of the compared OMol25 structures with the same formula, charge and spin is 46.9 kcal/mol. As for the energy: -32087.4863 eV. For the HOMO-LUMO gap, the calculation gives 0.3327 Eh.



5.
One molecule with the formula C12H15N3O2S. Source: the OMol25 dataset; level of theory: ωB97M-V with the def2-TZVPD basis set.

Last column: Mulliken charge in e.
Positions of all 33 atoms, in Å:
C -6.02 -1.51 0.04  -1.2688
H -7.06 -1.68 0.29  0.3975
H -5.41 -2.29 0.48  0.3048
H -5.91 -1.55 -1.04  0.3056
C -5.58 -0.14 0.56  -0.0869
C -4.17 0.14 0.24  0.2211
N -3.38 -0.64 -0.40  -0.6355
N -2.15 -0.18 -0.58  -0.0883
C -1.95 0.99 -0.07  0.4259
N -0.80 1.71 -0.09  -0.0765
C 0.45 1.39 -0.63  0.5621
O 1.33 2.21 -0.54  -0.6358
C 0.56 0.04 -1.28  -0.8492
H -0.08 0.03 -2.16  0.6119
H 0.17 -0.71 -0.60  0.4256
C 2.01 -0.27 -1.66  -0.8990
C 2.89 -0.36 -0.46  0.2789
C 2.71 -0.94 0.76  -0.2332
C 3.90 -0.70 1.49  -0.7094
C 4.72 0.00 0.67  0.4910
O 4.11 0.20 -0.52  -0.3618
C 6.09 0.55 0.86  -1.2055
H 6.45 0.31 1.86  0.3205
H 6.78 0.11 0.13  0.2933
H 6.10 1.63 0.72  0.2908
H 4.11 -1.00 2.50  0.4381
H 1.84 -1.47 1.11  0.5014
H 2.03 -1.21 -2.22  0.3706
H 2.40 0.52 -2.30  0.2598
H -0.83 2.62 0.34  0.2310
S -3.39 1.65 0.72  -0.2524
H -5.71 -0.10 1.65  0.2873
H -6.20 0.65 0.13  0.2851

As for the multiplicity: 1. The structure (SMILES) is CCc1nnc(NC(=O)CCc2ccc(C)o2)s1. The value obtained for the energy above the lowest of the compared OMol25 structures with the same formula, charge and spin is 45.2 kcal/mol. As for the energy: -32087.5631 eV. For the HOMO-LUMO gap, the calculation gives 0.3090 Eh.



6.
One molecule with the formula C12H15N5O3. Source: the OMol25 dataset; level of theory: ωB97M-V with the def2-TZVPD basis set.

Last column: Mulliken charge in e.
Positions of all 35 atoms, in Å:
C -2.73 -2.84 0.11  -1.0292
N -1.70 -1.94 0.59  -0.4837
N -1.90 -0.63 0.12  0.5573
C -2.16 0.39 1.01  0.1518
O -2.29 0.27 2.19  -0.5937
C -2.15 1.70 0.20  0.0075
N -0.98 2.46 0.63  -0.7141
N 0.18 1.67 0.70  0.1789
C 1.03 1.51 -0.35  0.2986
O 0.84 2.06 -1.41  -0.6543
C 2.16 0.57 -0.09  0.5747
C 2.58 -0.25 -1.13  -0.4547
C 3.61 -1.14 -0.88  -0.3676
N 4.21 -1.25 0.29  -0.6051
C 3.82 -0.46 1.27  -0.4859
C 2.80 0.47 1.14  -0.2037
H 2.53 1.10 1.98  0.4894
H 4.35 -0.58 2.21  0.3890
H 3.97 -1.81 -1.66  0.3911
H 2.11 -0.18 -2.10  0.4581
H 0.32 1.21 1.59  0.2714
H -0.79 3.21 -0.04  0.3207
C -2.15 1.24 -1.26  -0.6734
C -1.85 -0.24 -1.22  0.5923
O -1.61 -0.98 -2.13  -0.5963
H -3.12 1.39 -1.74  0.3582
H -1.39 1.75 -1.86  0.2989
H -3.02 2.31 0.46  0.4145
C -0.35 -2.41 0.31  -0.7588
H -0.22 -3.36 0.82  0.3646
H 0.36 -1.69 0.71  0.1667
H -0.16 -2.55 -0.76  0.3072
H -2.67 -3.01 -0.97  0.3211
H -2.60 -3.79 0.63  0.3766
H -3.70 -2.43 0.36  0.3318

As for the multiplicity: 1. The structure (SMILES) is CN(C)N1C(=O)C[C@H](NNC(=O)c2ccncc2)C1=O. The value obtained for the energy above the lowest of the compared OMol25 structures with the same formula, charge and spin is 17.5 kcal/mol. As for the energy: -26279.7131 eV. For the HOMO-LUMO gap, the calculation gives 0.3465 Eh.